Molecular formula: C44H35Cl72F4N3O11P2S3
Method: DFT, ωB97M-V/def2-TZVPD

Summary:
energy: -1036755.396 eV
HOMO-LUMO gap: 8.1 eV
HOMO: -9.0 eV

Last column: Löwdin charge in e.
Positions of all 174 atoms, in Å:
Cl 5.3635 -5.0458 7.0440  0.518
N -5.6885 3.2697 -0.8518  0.021
Cl 15.3479 -5.4548 8.5785  0.524
Cl 4.4080 -4.6553 -4.1025  0.534
H -0.2984 -1.8994 -2.5968  0.119
C 0.1147 -1.4834 -1.6810  -0.088
S 2.6728 -0.6589 5.1971  0.572
Cl -6.7993 -3.1100 7.0332  0.544
H -2.8666 -0.0154 -4.4717  0.058
F 0.9450 4.5557 6.2729  0.142
Cl -1.2516 -4.0620 -6.4302  0.503
C -11.7155 2.2472 6.1766  -2.058
C 4.3543 -3.5312 -5.4645  -2.044
Cl -7.6455 -0.9417 -2.0259  0.533
Cl 0.9583 2.3957 -3.0316  0.646
Cl 3.8092 2.5180 -2.5808  0.551
H -3.1505 2.5386 -0.2498  0.089
Cl -7.0614 0.9517 -4.1222  0.545
Cl 10.1443 -2.6738 2.9979  0.527
H -2.7686 4.2326 -1.1545  0.078
Cl 7.1269 -4.8857 -10.6790  0.518
Cl 4.4040 6.5054 -0.6746  0.533
C -3.6212 -3.5076 1.5671  -0.093
H -3.0176 -4.2324 2.1120  0.122
Cl 8.7889 11.0078 -5.0635  0.522
Cl -9.2181 1.4623 -2.2866  0.520
Cl 5.2123 9.1639 -1.4579  0.491
Cl -8.7442 -5.9376 -12.0837  0.527
C 8.9250 -7.4584 6.8432  -2.037
H -1.7031 -0.8685 -5.1986  -0.015
C -1.3108 0.4913 -2.2265  -0.148
C -1.4517 -2.2790 1.3347  -0.138
O -5.1306 -3.8394 3.4679  0.063
Cl -0.6614 -1.4279 -7.4202  0.544
Cl 10.6212 -7.5960 7.3146  0.493
C 2.4924 3.0324 -3.6390  -2.005
C -1.0204 0.6477 2.8937  -0.336
F 2.4432 -0.2776 6.6989  -0.137
F 2.9306 4.5739 5.4630  0.140
C 9.2244 10.0131 -3.6692  -2.046
Cl -2.9541 -2.8478 -8.4344  0.525
C -2.6909 2.4939 -2.9970  -0.096
H 0.7451 0.9285 6.8614  0.115
H 1.5835 -1.8114 0.3407  0.023
Cl -7.0492 -6.1858 -5.6264  0.533
F 1.3057 3.8019 4.2682  0.151
Cl -4.3797 -5.1673 -6.0449  0.495
Cl 7.8062 -3.4869 7.0370  0.467
P -2.9321 1.9374 5.6081  0.426
Cl 13.2030 -5.4385 6.6505  0.506
C -1.1426 -0.1648 0.1190  -0.175
Cl 8.0941 2.9542 3.8515  0.515
Cl -8.8341 -3.5529 -10.4638  0.510
H -1.9819 3.0301 3.6551  0.077
C -2.0130 0.8836 0.3850  -0.401
H -3.3890 -1.5575 0.6991  0.123
Cl 2.8706 7.9621 -2.6366  0.511
C 1.2286 -0.1303 4.2775  -0.165
H -4.8027 1.6402 -1.8319  0.104
Cl -10.5680 3.2120 7.1113  0.523
Cl 14.0540 -7.9256 7.8436  0.508
C -0.7898 -0.3542 -1.2243  -0.066
Cl 2.7648 2.3991 -5.2675  0.528
H -1.2550 -2.9171 0.4723  0.125
C -0.6979 1.3380 4.0546  -0.220
O 1.4366 -2.5888 0.8969  -0.219
C -3.8339 3.4301 -2.6039  -0.350
Cl -8.6749 -2.8666 4.8564  0.557
C 0.4416 0.9280 4.7734  -0.116
Cl 0.4668 5.6758 -7.9593  0.538
S 3.8171 -1.7329 2.2009  0.399
H 0.0981 -2.2806 -0.9456  0.085
Cl 10.3130 10.9220 -2.6148  0.522
Cl 8.0061 -6.7181 8.1579  0.502
H 1.8246 -0.0578 -1.6155  0.105
N -0.6744 -1.0365 1.1543  -0.064
Cl 6.8279 4.3113 6.0621  0.526
Cl 8.4738 1.9858 6.5432  0.519
H -0.0618 2.3536 6.3473  0.092
Cl 6.0321 -3.3873 9.3131  0.528
C -1.2950 -3.0201 -7.8606  -2.039
Cl -10.8791 0.8494 5.4924  0.490
O -2.7411 2.5077 6.9419  -0.253
O 1.6439 -3.4960 3.1936  -0.167
C 7.3243 2.7360 5.4279  -2.037
C 2.0497 2.4850 6.0909  -0.045
C -2.1691 1.5669 -1.9168  -0.149
Cl -9.4695 -0.6397 -4.2438  0.522
Cl -12.3907 3.2316 4.8745  0.524
P 1.9553 -2.1768 2.3484  0.224
H -5.8566 2.6404 -2.7982  0.032
H -4.1777 3.8932 -3.5289  0.138
Cl -6.5217 -4.3370 -7.7798  0.491
Cl 9.5750 -3.5159 -10.0054  0.525
O 3.8011 0.0949 4.7794  -0.393
Cl -11.2662 4.5420 -2.8084  0.514
H 2.3028 2.6558 7.1347  0.146
H 1.6096 -2.0124 -3.6641  0.052
Cl 7.6603 -2.2657 -11.7644  0.523
C 9.6927 -1.3554 4.0864  -2.042
H -2.4169 0.0567 6.3532  0.095
H 2.8779 2.0159 5.5786  0.085
Cl -8.5425 -0.8101 6.8709  0.518
C 7.8560 -3.3087 -10.3521  -2.058
Cl -6.3863 -1.1179 4.9865  0.559
Cl -2.2227 4.6576 -7.7124  0.528
H 2.2303 -1.7506 -1.4188  0.111
H -5.1971 3.0579 0.0016  0.051
O -4.3017 2.4230 4.9547  -0.107
C -2.9555 -2.1211 1.5194  -0.164
H -3.7712 -3.8960 0.5628  0.131
C 0.9111 -0.7896 3.0526  -0.142
C 1.8039 3.8527 5.5161  -0.631
Cl 5.2662 -2.1771 6.8019  0.585
H -1.0411 -2.7857 2.2070  0.118
C 14.5904 -6.3461 7.2550  -2.056
Cl -0.2968 -3.7238 -9.1320  0.543
Cl -12.3194 2.3038 -4.2948  0.514
C -8.3527 0.2063 -3.1666  -2.037
C -2.5023 1.7407 -0.5801  -0.049
O 2.7575 -2.0706 5.1972  -0.315
O 1.9440 -1.1753 -3.3277  -0.111
Cl 7.9600 -1.0512 3.9604  0.521
O -2.9614 0.3332 5.6029  -0.128
Cl 15.7608 -6.5736 5.9520  0.525
C 6.1159 -3.5257 7.5494  -2.018
Cl -6.4468 -3.4258 -5.0429  0.515
Cl -0.1837 3.8321 -5.8442  0.502
H -5.2133 -3.0941 4.0818  0.036
Cl 8.2701 -9.0649 6.5012  0.528
C -7.6098 -1.9807 5.9436  -2.032
Cl 10.0863 -1.8115 5.7482  0.489
C -11.4827 3.8534 -4.4229  -2.062
Cl 7.7606 9.5771 -2.7774  0.465
S -2.5091 1.1222 2.0635  1.109
Cl 10.0344 8.5433 -4.2254  0.520
Cl -12.4415 4.9617 -5.4087  0.526
C -0.5085 4.2715 -7.5226  -2.045
Cl 10.5877 0.1037 3.6509  0.519
H -2.9819 1.9720 -3.9042  0.114
Cl -8.1865 -3.3676 -13.2685  0.525
Cl 7.0568 -2.5760 -8.9584  0.494
Cl -6.3021 -4.5488 -11.4314  0.507
Cl 5.9119 1.6972 5.2530  0.572
Cl -0.0907 2.9110 -8.5718  0.523
H -0.8531 1.2044 -4.2141  0.044
Cl 5.3031 -4.1729 -6.8070  0.504
H -5.8215 4.2632 -0.9554  0.075
Cl 8.8057 -6.4580 5.3918  0.515
H 0.7894 -3.3732 3.6313  0.079
C -5.0896 2.6725 -2.0248  -0.249
O -3.4122 4.5220 -1.8059  -0.025
N -2.0326 -0.5606 -4.2910  0.044
H -4.6386 1.7448 4.3488  0.067
C -1.5746 2.4733 4.4931  -0.187
C -0.9696 0.2694 -3.6799  -0.279
H -1.0457 3.2107 5.0814  0.078
C -8.0174 -4.3520 -11.8124  -2.060
C -6.1004 -4.7806 -6.1216  -2.050
Cl -13.0178 1.6931 7.2334  0.524
Cl -9.9042 3.6103 -5.1793  0.507
H -3.1269 -1.6532 2.4876  0.103
H -0.0520 -0.2827 -3.8207  0.081
C 4.4975 7.6411 -2.0218  -2.034
Cl 5.4815 6.9454 -3.3087  0.519
O -5.8092 -2.6896 1.6800  0.129
C -0.2536 -0.3989 2.3591  -0.191
C 0.7335 1.6745 6.0762  -0.107
C 1.5758 -1.0574 -1.9616  -0.227
Cl 2.4281 4.7964 -3.6715  0.504
Cl 2.6740 -3.3223 -5.9849  0.518
H -1.8577 3.1415 -3.2869  0.095
C -4.9595 -3.3172 2.2251  -0.544
Cl 5.0115 -1.9718 -4.9690  0.544


Molecular formula: C44H36BBrF4IN3O2P2Sn
Method: DFT, ωB97M-V/def2-TZVPD

Summary:
energy: -168885.225 eV
HOMO-LUMO gap: 7.5 eV
HOMO: -8.0 eV

Last column: Löwdin charge in e.
Positions of all 95 atoms, in Å:
C -3.2087 1.8252 -2.1354  -0.359
C 5.2749 1.0781 5.5773  -0.079
C 1.9590 0.4995 -4.2613  -0.194
C 4.7814 -0.2318 3.1812  -0.719
H -4.7693 -0.4851 -4.0680  0.111
C 3.5677 -2.9459 -3.4077  -0.080
C -5.7560 0.8172 -2.6733  -0.079
H -1.2334 -2.8349 0.5701  0.094
H 3.8778 1.1778 -4.9415  0.129
H 4.6230 -2.7418 -3.5485  0.107
H 0.8281 3.8877 -2.0686  0.108
C -0.8464 -2.9842 -0.4414  -0.237
N 1.5701 0.6082 -1.9128  -0.042
H 3.5432 2.2591 5.0996  0.111
C 5.8496 -0.6235 3.9828  -0.743
H 4.6427 1.7433 -2.6231  0.114
H -2.1626 1.6098 2.0479  0.072
C 0.3554 3.8542 -3.0458  -0.130
C -1.9516 3.2545 0.8195  -0.332
C 2.7894 1.1205 -1.7462  -0.141
C 2.9534 -2.6374 -2.2060  -0.128
C 1.5955 -2.9056 -2.0064  -0.378
C 3.2357 1.0205 -4.0838  0.002
C 2.6647 -5.5577 2.5498  -0.080
C 0.9512 4.4927 -4.1205  -0.084
H 3.0988 1.0810 2.9903  0.076
C 1.1577 0.3064 -3.1431  -0.096
C -4.3231 2.3207 -1.4588  -0.091
H 3.2904 -3.7290 -5.3903  0.105
C 4.2025 1.4593 4.7853  -0.071
H 3.0634 -6.2724 3.2600  0.104
H -6.4466 2.2092 -1.1929  0.104
C 6.0958 0.0350 5.1793  -0.140
C 3.6578 1.3360 -2.8044  -0.027
H 0.8939 -4.2135 -5.0527  0.109
H 0.8760 -2.6821 2.4454  0.094
H 5.4719 1.5854 6.5137  0.107
C 1.4734 -3.7720 -4.2520  -0.065
H -4.2129 3.1191 -0.7345  0.102
I 4.3573 -1.1729 1.3598  0.964
H -2.5276 0.3549 -3.5575  0.104
C 3.9554 0.8067 3.5880  -0.148
N -2.1330 1.8697 1.0671  0.033
C 0.3443 4.4571 -5.3713  -0.085
C -1.8034 5.5329 1.5722  -0.076
F -0.6916 -0.9301 2.3431  -0.049
C -1.6918 5.9728 0.2588  -0.083
C -1.7627 3.6874 -0.5063  -0.326
O -2.2402 -2.4449 -2.3134  0.057
C -1.4766 3.1773 -4.4441  -0.072
H -1.3505 3.7833 -6.4977  0.107
H -2.0640 3.8469 2.8786  0.120
C 1.4334 -3.5458 2.0930  -0.113
C -0.8683 3.8036 -5.5273  -0.074
C 1.4620 0.1784 -5.5726  -0.169
H -1.5414 5.3872 -1.7963  0.105
H -2.9470 1.4938 0.5926  0.087
Sn -0.0288 0.3003 0.1581  1.308
C 2.8816 -5.7359 1.1909  -0.078
H -0.9738 -4.0237 -0.7303  0.101
H 6.9279 -0.2802 5.7946  0.098
C -1.5881 -2.0277 -1.3756  -0.687
P -1.5089 2.3363 -1.7059  1.062
Br 7.0007 -2.0500 3.5128  0.702
H -0.1984 -3.6857 -2.9153  0.095
H -1.6094 7.0302 0.0411  0.103
O -1.4519 -0.7499 -1.0892  -0.314
C 2.8220 -3.5063 -4.4389  -0.081
C -1.9402 4.1835 1.8543  -0.016
C 1.9416 -4.4605 3.0016  -0.069
F -1.3918 0.8486 3.6657  0.098
H 1.7834 -4.3096 4.0627  0.111
H -1.8039 6.2499 2.3839  0.106
H 3.0767 1.3547 -0.7261  0.095
P 0.9143 -2.4668 -0.3741  0.989
N 1.0637 -0.0743 -6.6220  0.175
C 2.3779 -4.8206 0.2748  -0.083
C -3.3858 0.8034 -3.0702  -0.115
C 0.8577 -3.4821 -3.0386  -0.061
C 1.6441 -3.7265 0.7233  -0.391
H -6.7422 0.4184 -2.8758  0.104
H 0.1556 -0.1054 -3.2390  0.123
F 0.8045 0.7365 2.9529  0.007
H 3.5325 -2.1983 -1.3986  0.054
H -2.4354 2.6924 -4.5774  0.097
H 2.5628 -4.9574 -0.7834  0.101
C -4.6507 0.3128 -3.3459  -0.065
C -0.8673 3.1902 -3.1928  -0.368
C -5.5901 1.8168 -1.7266  -0.077
H 3.4426 -6.5932 0.8381  0.104
F 0.0330 -0.7622 4.5384  0.154
C -1.6692 5.0492 -0.7765  -0.079
H 0.8141 4.9380 -6.2211  0.104
B -0.3114 -0.0240 3.4296  -1.250
H 1.8914 5.0146 -3.9857  0.105


Among the records above, which one has the highest HOMO?
C44H36BBrF4IN3O2P2Sn


Among the records above, which one has the highest energy?
C44H36BBrF4IN3O2P2Sn


The highest energy belongs to which entry?
C44H36BBrF4IN3O2P2Sn


The highest HOMO-LUMO gap belongs to which entry?
C44H35Cl72F4N3O11P2S3